The following is a DFT calculation (the ωB97M-V functional and the def2-TZVPD basis) of C3H6O3Ru as an isolated structure.

```
13
Properties=species:S:1:pos:R:3:mulliken_spin:R:1
C 0.83 1.00 -0.85 0.01
C 0.79 0.71 0.57 0.38
O -0.08 -0.42 0.67 0.15
C -1.26 -0.13 1.21 0.02
O -1.65 -1.39 1.19 0.37
Ru 0.18 -2.66 1.05 3.68
H 1.84 1.23 -1.20 0.04
H 0.19 1.87 -1.04 0.05
H 0.42 1.61 1.08 0.06
H 0.72 0.33 2.11 0.26
H -1.80 -1.01 -0.82 0.89
O -0.06 -0.09 -2.02 0.12
H -0.13 -1.04 -1.95 -0.03
```

The LUMO energy (alpha / beta) is -12.0 / -13.4 eV. Its net charge is +2. The energy above the lowest of the compared OMol25 structures with the same formula, charge and spin comes out at 309.35 kcal per mole. As for the expectation value of S²: 12.019. The value obtained for the largest force on an atom is 5.671 eV Å⁻¹. As for the spin multiplicity: 7. The orbital gap (alpha / beta) is 5.44 / 5.81 eV.

The following is a DFT calculation (the ωB97M-V functional and the def2-TZVPD basis) of one molecule with the formula C3H6O3S.

```
13
Properties=species:S:1:pos:R:3:lowdin_charge:R:1
C -1.02 -1.81 1.20 -0.54
C -0.25 0.89 -1.10 -0.04
C 0.06 -0.33 -0.20 -0.30
O -3.62 -2.09 1.50 -0.60
O 0.15 -1.75 1.85 -0.02
O -1.17 -0.83 0.14 -0.05
S -2.32 -2.61 1.97 0.93
H -0.60 0.71 -2.14 0.09
H -1.03 1.36 -0.46 0.09
H 0.51 1.65 -1.04 0.06
H 0.55 0.03 0.70 0.12
H 0.69 -1.04 -0.64 0.11
H 0.33 -2.60 2.38 0.17
```

The LUMO energy (alpha / beta) is 0.0 / 0.0 eV. The energy above the lowest of the compared OMol25 structures with the same formula, charge and spin comes out at 42.67 kcal per mole. The value obtained for the largest force on an atom is 5.921 eV Å⁻¹. The orbital gap (alpha / beta) is 8.34 / 8.34 eV.